Molecular formula: C29H60NO9P2S2
Method: DFT, the ωB97M-V functional and the def2-TZVPD basis

XYZ file:
```
103
Properties=species:S:1:pos:R:3
C 1.1978 -3.7105 -1.8369
C 2.3209 -2.5704 -1.8575
C 1.5523 -1.2193 -2.2017
C 2.5030 -0.0271 -2.6090
C 1.7111 0.9206 -3.6223
C 1.6021 2.4196 -3.1223
C 0.3469 3.1897 -3.7351
C -1.0115 2.6877 -3.1779
C -1.7197 1.6318 -3.9120
C -3.0033 1.0606 -3.4268
C -3.6399 -0.0834 -4.2573
C -3.8586 0.2701 -5.7991
C -5.4005 0.5388 -6.0588
S -5.5733 1.7476 -7.4692
C -3.5593 1.6227 -2.1692
S -5.1338 0.9672 -1.4931
C -2.8161 2.6949 -1.5104
O -3.2546 3.2701 -0.3323
C -2.4796 2.5900 0.7227
C -3.4992 1.9428 1.7666
N -1.6207 3.1570 -2.0272
H 0.4675 -3.5472 -2.6868
H 0.6040 -3.5756 -0.8961
H 1.6191 -4.7363 -1.9810
H 3.0385 -2.8669 -2.6754
H 2.8975 -2.5186 -0.8999
H 0.9213 -0.9422 -1.3030
H 0.8608 -1.4897 -3.0549
H 3.4585 -0.3830 -3.0867
H 2.8019 0.5606 -1.6924
H 0.6639 0.5220 -3.6898
H 2.1424 0.8414 -4.6639
H 1.6595 2.5058 -2.0031
H 2.5253 2.9416 -3.5174
H 0.3518 2.9542 -4.8366
H 0.4823 4.3075 -3.6675
H -1.2854 1.2019 -4.8479
H -2.8971 -0.9393 -4.2323
H -4.5750 -0.4849 -3.7729
H -3.1827 1.1036 -6.1146
H -3.5230 -0.6420 -6.3748
H -5.8675 0.9207 -5.1137
H -5.8610 -0.4504 -6.3263
H -4.4298 2.4961 -7.3266
H -4.7761 -0.2224 -0.8907
H -1.8200 3.3114 1.2830
H -1.8138 1.7901 0.2842
H -4.3768 1.5707 1.1759
H -3.8171 2.7591 2.4668
H -2.9665 1.1311 2.3279
H -1.1511 3.9049 -1.5007
O -2.8250 -5.0026 3.3428
P -1.8616 -6.1557 3.1673
O -0.4616 -5.2900 3.0337
C 0.0147 -4.5833 4.1704
C 0.5451 -5.5250 5.2356
O -2.1341 -6.4390 1.5659
C -3.3102 -5.9688 0.9208
C -3.0599 -4.6218 0.2713
O -0.9457 -7.5858 3.1310
C -1.2329 -8.5662 4.1338
C -2.7070 -8.9123 4.2088
H -0.7730 -3.9416 4.5764
H 0.8223 -3.9341 3.8257
H -0.2765 -6.0722 5.7094
H 1.0724 -4.9730 6.0155
H 1.2236 -6.2618 4.8016
H -4.1520 -5.9333 1.6141
H -3.5696 -6.6978 0.1489
H -2.6609 -3.8956 0.9818
H -3.9817 -4.2191 -0.1557
H -2.3180 -4.7172 -0.5256
H -0.8724 -8.2124 5.1035
H -0.6595 -9.4598 3.8790
H -3.2949 -8.0574 4.5644
H -2.8727 -9.7434 4.8953
H -3.0914 -9.1824 3.2227
O 4.1396 3.8817 0.7643
P 4.0729 4.8324 1.9403
O 4.9275 3.9420 3.0317
C 6.3170 3.7360 2.8086
C 7.1148 5.0082 3.0258
O 2.5479 4.4537 2.4497
C 1.6274 3.8027 1.5916
C 1.6794 2.2997 1.7933
O 3.9960 6.0965 3.0717
C 4.3367 7.4070 2.6071
C 3.5741 7.8020 1.3578
H 6.4856 3.3383 1.8038
H 6.6440 2.9767 3.5213
H 6.9198 5.7271 2.2227
H 8.1856 4.7992 3.0342
H 6.8388 5.4854 3.9681
H 1.8004 4.0780 0.5480
H 0.6282 4.1666 1.8516
H 2.6919 1.9091 1.6838
H 1.0304 1.7880 1.0762
H 1.3551 2.0409 2.8036
H 5.4143 7.4630 2.4319
H 4.1011 8.1026 3.4150
H 3.8714 7.1828 0.5026
H 3.7678 8.8444 1.1020
H 2.4998 7.6636 1.5007
```

The energy above the lowest of the compared OMol25 structures with the same formula, charge and spin is 157.8 kcal/mol. The total charge is +1. The calculation puts the HOMO energy at -11.3 eV. The value obtained for the HOMO-LUMO gap is 7.408 eV.

Molecular formula: CH2Cl3Cu
Method: DFT, the ωB97M-V functional and the def2-TZVPD basis

XYZ file:
```
7
Properties=species:S:1:pos:R:3
Cu -3.9085 1.1597 -2.2691
Cl -1.6750 0.1462 -1.6253
C 0.9804 -0.2492 0.7725
Cl 1.2371 -1.1929 2.2188
Cl 2.4582 0.2332 -0.1121
H 0.4268 -0.7785 -0.0016
H 0.4811 0.6816 1.0167
```

The energy above the lowest of the compared OMol25 structures with the same formula, charge and spin is 0.0 kcal/mol. The total charge is +1. As for the spin multiplicity: 2. Its expectation value of S² is 0.7534. The calculation puts the HOMO energy (alpha / beta) at -13.9 / -13.5 eV. The value obtained for the HOMO-LUMO gap (alpha / beta) is 7.051 / 3.523 eV.

Molecular formula: C36H35N2O3
Method: DFT, the ωB97M-V functional and the def2-TZVPD basis

XYZ file:
```
76
Properties=species:S:1:pos:R:3
H -1.8263 2.7980 2.1902
C -2.4156 5.2386 0.8040
H -1.4962 4.6464 0.6959
C -3.6283 4.6988 0.3706
C -4.7669 5.4907 0.3409
N -4.7086 6.7299 0.8838
C -5.6549 7.7790 0.4238
C -6.8448 7.9140 1.3066
C -6.7670 8.6479 2.4888
C -7.9273 8.8768 3.2316
C -9.1551 8.3635 2.7990
C -9.2082 7.5758 1.6429
C -8.0516 7.3433 0.9055
C -3.6277 7.1319 1.6109
C -2.4397 6.4245 1.5649
C -1.3756 6.8838 2.5125
N -0.1841 6.1561 2.5090
O -1.5831 7.7737 3.3353
H -3.7110 3.6402 0.1645
H -5.7161 5.2395 -0.1477
H -5.0843 8.7172 0.4211
H -5.9647 7.5068 -0.5914
H -5.7981 9.0377 2.8094
H -7.8701 9.4844 4.1308
H -10.0669 8.5795 3.3577
H -10.1526 7.1658 1.2953
H -8.0562 6.7237 0.0075
H -3.7292 8.1072 2.0817
H 0.0964 5.6242 1.6855
H 0.5958 6.5988 2.9913
C 5.1797 -1.0496 6.9071
O 4.0084 -1.4833 6.1767
C 3.1396 -0.5567 5.7038
C 1.9722 -1.0733 5.1013
C 0.9972 -0.2014 4.6751
C 1.1528 1.1892 4.8194
C 0.0405 2.0666 4.4199
C -0.6388 1.7737 3.2756
C -2.0361 2.1483 2.9993
C -2.9751 1.0399 2.5705
C -4.3473 1.2951 2.4438
C -5.2138 0.2413 2.1189
C -4.7078 -1.0544 1.9385
C -3.3334 -1.2895 2.0385
C -2.4698 -0.2295 2.3155
C -0.3449 3.1792 5.2930
C -0.2219 3.0837 6.6942
C -0.7824 4.0219 7.5410
C -1.5292 5.0971 7.0022
O -2.2586 5.8464 7.8839
C -3.5116 6.4247 7.4552
C -1.5143 5.3208 5.6065
C -0.9706 4.3375 4.7918
C 2.3393 1.6918 5.3830
C 3.3375 0.8401 5.8245
H 5.7022 -1.9876 7.1061
H 5.8108 -0.3657 6.3124
H 4.9018 -0.5678 7.8600
H 1.8670 -2.1473 4.9820
H 0.0667 -0.5788 4.2571
H -0.0877 1.2654 2.4868
H -2.4993 2.7122 3.8217
H -4.7351 2.3027 2.6215
H -6.2884 0.4211 2.0488
H -5.3820 -1.8796 1.7028
H -2.9253 -2.2913 1.9404
H -1.4000 -0.3885 2.4055
H 0.2613 2.2110 7.1234
H -0.7199 3.9338 8.6242
H -4.0769 6.5629 8.3842
H -3.3162 7.4030 6.9910
H -4.0645 5.7764 6.7549
H -1.9322 6.2526 5.2006
H -1.0158 4.4830 3.7179
H 2.4855 2.7705 5.4414
H 4.2551 1.2383 6.2574
```

The energy above the lowest of the compared OMol25 structures with the same formula, charge and spin is 8.9 kcal/mol. The total charge is +1. The calculation puts the HOMO energy at -9.4 eV. The value obtained for the HOMO-LUMO gap is 4.765 eV.

Molecular formula: C29H26FN5O7Ru
Method: DFT, the ωB97M-V functional and the def2-TZVPD basis

XYZ file:
```
69
Properties=species:S:1:pos:R:3
Ru -0.4637 0.2929 0.9044
O -4.1724 -0.8935 2.1823
C -3.0059 -0.5510 2.0869
O -2.5402 0.4107 1.3457
C -1.9184 -1.2775 2.8608
C -2.0638 -2.0867 3.9708
C -0.9259 -2.3922 4.7135
C 0.2941 -1.8041 4.4019
C 0.3563 -0.9985 3.2799
N -0.7088 -0.8632 2.5037
C 1.4198 0.0313 2.9548
O 2.4882 0.0425 3.5026
O 0.9825 0.9218 2.0749
H -3.0514 -2.4157 4.2619
H -1.0086 -3.0241 5.5880
H 1.1697 -1.9088 5.0268
F -6.4070 -0.7451 -0.7864
C -5.3885 -1.6269 -0.6392
C -4.1121 -1.2226 -0.8552
C -3.0750 -2.1439 -0.6787
C -1.7082 -1.6563 -0.6750
O -1.4594 -0.4489 -0.9242
C -0.7045 -2.5937 -0.3123
C -1.0433 -3.8948 -0.1059
N -2.3123 -4.3578 -0.1359
C -2.5753 -5.7439 0.1814
C -1.7248 -6.7942 -0.4579
C -3.1539 -6.6268 -0.8842
C -3.3612 -3.4725 -0.3386
C -4.6900 -3.8550 -0.1107
C -5.7050 -2.9268 -0.2212
N -7.0266 -3.2640 0.1319
C -7.7585 -4.2982 -0.5462
C -8.8823 -3.7029 -1.3890
N -9.7497 -2.8536 -0.4935
C -8.9634 -1.7537 0.1832
C -7.8256 -2.3973 0.9616
C 0.7425 -2.1852 -0.1782
O 1.6081 -3.0044 -0.4081
O 0.9663 -0.9875 0.2749
H -3.8717 -0.1952 -1.0899
H -0.2709 -4.6228 0.1043
H -2.8942 -5.9035 1.2049
H -1.4573 -7.6473 0.1476
H -0.9621 -6.4715 -1.1527
H -3.8786 -7.3713 -0.5860
H -3.3242 -6.1729 -1.8511
H -4.9234 -4.8500 0.2399
H -8.1910 -5.0084 0.1740
H -7.0955 -4.8628 -1.1989
H -9.5170 -4.4640 -1.8404
H -8.4895 -3.0408 -2.1591
H -10.1670 -3.4517 0.2240
H -10.5212 -2.4541 -1.0274
H -9.6502 -1.2043 0.8247
H -8.5889 -1.1084 -0.6068
H -8.2506 -2.9824 1.7909
H -7.2049 -1.6217 1.4070
C 1.2824 3.7742 -2.0014
C 1.4321 2.4441 -2.3543
C 0.8127 1.4755 -1.5860
N 0.0717 1.7861 -0.5204
C -0.0736 3.0697 -0.1780
C 0.5098 4.0943 -0.8962
H 1.7664 4.5527 -2.5758
H 2.0305 2.1498 -3.2043
H 0.9028 0.4219 -1.8070
H -0.6780 3.2681 0.6979
H 0.3677 5.1185 -0.5832
```

The energy above the lowest of the compared OMol25 structures with the same formula, charge and spin is 20.0 kcal/mol. The total charge is +1. As for the spin multiplicity: 2. Its expectation value of S² is 0.7542. The calculation puts the HOMO energy (alpha / beta) at -10.3 / -10.4 eV. The value obtained for the HOMO-LUMO gap (alpha / beta) is 7.118 / 7.256 eV.

Molecular formula: C5H7Br
Method: DFT, the ωB97M-V functional and the def2-TZVPD basis

XYZ file:
```
13
Properties=species:S:1:pos:R:3
C 0.7778 0.5625 0.5666
C -0.1963 0.0660 -0.4782
C -1.4157 0.9152 -0.4401
C -2.3248 -0.0353 -0.1658
Br -4.1253 -0.2460 0.1628
C -1.0086 -1.2652 -0.3544
H 0.1522 0.5724 1.5486
H 1.1099 1.5174 0.2299
H 1.6606 0.0279 0.8352
H 0.3220 0.0246 -1.3938
H -1.5071 2.0389 -0.3782
H -0.9939 -1.9854 0.4115
H -1.0156 -1.7411 -1.3300
```

The energy above the lowest of the compared OMol25 structures with the same formula, charge and spin is 37.3 kcal/mol. The total charge is 0. The calculation puts the HOMO energy at -9.1 eV. The SMILES is C[C@@H]1C=C(Br)C1. The value obtained for the HOMO-LUMO gap is 10.130 eV.

Molecular formula: C3H8NO3
Method: DFT, the ωB97M-V functional and the def2-TZVPD basis

XYZ file:
```
15
Properties=species:S:1:pos:R:3
C -1.5255 0.9961 -0.0520
C -0.4791 0.9805 1.0672
C 0.1861 -0.4087 0.9690
O -0.0794 -1.4282 1.6017
O 1.0577 -0.4898 0.0547
N -1.0306 0.7984 -1.4568
H -2.3222 0.2723 0.1024
H -1.9782 1.9750 -0.2580
H 0.2944 1.7365 1.1115
H -1.1342 1.0127 1.9441
H -0.9138 -0.1757 -1.7211
H -0.0837 1.1658 -1.5296
H 2.6421 -2.7702 -0.1906
H 2.3689 -1.4746 -0.7878
O 2.9973 -2.1901 -0.8548
```

The energy above the lowest of the compared OMol25 structures with the same formula, charge and spin is 19.8 kcal/mol. The total charge is 0. As for the spin multiplicity: 2. Its expectation value of S² is 0.7569. The calculation puts the HOMO energy (alpha / beta) at -10.1 / -9.9 eV. The value obtained for the HOMO-LUMO gap (alpha / beta) is 10.715 / 6.030 eV.